Entry 1:
Molecular formula: C20H25FN4O2
Method: DFT, the ωB97M-V functional and the def2-TZVPD basis

## Properties
SMILES = Cc1cc(C(=O)N2CCC[C@H](N3CCN(c4ccc(F)cc4)CC3)C2)no1
multiplicity = 1
highest occupied orbital energy = -7.746 eV
E_LUMO = 0.641 eV
strongest force on any atom = 1.1 eV Å⁻¹
energy relative to the best compared isomer or geometry (same formula, charge and spin) = 2.954 eV
DFT total energy = -33917.591 eV

```
52
Properties=species:S:1:pos:R:3:nbo_charge:R:1
C 0.42748 4.95897 0.11191 -0.6627
C 1.24134 3.72332 0.19940 0.3276
C 1.99825 3.04750 -0.71412 -0.3335
C 2.52321 1.94847 0.01632 0.0453
N 2.10476 1.99535 1.25897 -0.1285
O 1.31412 3.08518 1.37941 -0.2632
C 3.45398 0.95484 -0.58625 0.6461
O 4.10684 1.28720 -1.56540 -0.6188
N 3.53085 -0.28402 -0.06299 -0.4153
C 2.79795 -0.80743 1.06086 -0.2485
H 3.52470 -1.21147 1.77263 0.1963
H 2.24993 -0.00621 1.55325 0.2720
C 1.81490 -1.92821 0.63699 -0.0308
N 0.46041 -1.41129 0.61591 -0.4617
C 0.11422 -0.51161 -0.46202 -0.2193
H -0.11140 -1.05402 -1.39738 0.1721
C -1.13433 0.27848 -0.06372 -0.2220
N -2.21566 -0.65445 0.16094 -0.4422
C -3.53299 -0.24724 0.02039 0.1723
C -3.89085 1.09764 -0.12627 -0.2611
C -5.20489 1.47082 -0.33629 -0.2503
C -6.18260 0.49795 -0.39230 0.3557
C -5.86833 -0.84131 -0.24936 -0.2615
C -4.55349 -1.20525 -0.05031 -0.2225
H -4.31228 -2.25351 0.03085 0.2116
H -6.64833 -1.58423 -0.30525 0.2277
F -7.47264 0.86050 -0.59173 -0.3309
H -5.47465 2.50969 -0.44482 0.2250
H -3.14301 1.87119 -0.05928 0.2147
C -1.86817 -1.62455 1.17960 -0.2092
H -1.66831 -1.10938 2.13280 0.1805
C -0.60092 -2.37968 0.77774 -0.2173
H -0.79373 -2.94786 -0.14929 0.1667
H -0.33445 -3.08152 1.57054 0.2024
H -2.68838 -2.32393 1.32964 0.2078
H -0.91039 0.86839 0.83867 0.1824
H -1.39852 0.94935 -0.88228 0.2090
H 0.93560 0.17842 -0.64625 0.2097
C 2.31092 -2.57780 -0.66907 -0.4284
C 3.83359 -2.65289 -0.63869 -0.4115
H 4.20658 -3.23759 -1.48002 0.2219
C 4.41283 -1.23879 -0.71406 -0.2201
H 5.40447 -1.20022 -0.24719 0.1968
H 4.52043 -0.91506 -1.75279 0.2363
H 4.15132 -3.15124 0.27927 0.1966
H 1.87517 -3.57170 -0.78012 0.2154
H 2.00622 -1.97452 -1.52532 0.2057
H 1.82818 -2.68654 1.42821 0.1993
H 2.17487 3.27097 -1.74382 0.2516
H 0.06016 5.09250 -0.90158 0.2359
H -0.40804 4.90181 0.80536 0.2374
H 1.03311 5.82500 0.37831 0.2378
```

---

Entry 2:
Molecular formula: C20H25I2N5O6SV
Method: DFT, the ωB97M-V functional and the def2-TZVPD basis

## Properties
multiplicity = 4
highest occupied orbital energy (alpha / beta) = -7.900 / -8.230 eV
E_LUMO (alpha / beta) = -0.976 / -2.123 eV
strongest force on any atom = 2.4 eV Å⁻¹
energy relative to the best compared isomer or geometry (same formula, charge and spin) = 1.340 eV
DFT total energy = -93604.575 eV

```
60
Properties=species:S:1:pos:R:3:nbo_charge:R:1
V 1.70509 1.11274 -0.49077 1.2933
C 0.66104 2.80606 -4.04235 -0.6717
C 1.50745 2.00168 -3.08627 0.4827
O 1.41859 2.29678 -1.85643 -0.6836
C 2.38532 1.02781 -3.56910 -0.4316
C 3.34544 0.42925 -2.74444 0.3293
C 4.53417 -0.28963 -3.29768 -0.6639
N 3.24817 0.56554 -1.43298 -0.3801
N 4.27881 0.23023 -0.65653 -0.3776
C 4.07276 0.73203 0.54178 0.5312
O 3.03407 1.47359 0.71210 -0.6900
C 4.93013 0.32779 1.65945 -0.0568
C 4.60237 0.68386 2.96771 -0.1813
C 5.28022 0.11204 4.02989 -0.2167
C 6.28536 -0.81380 3.79704 -0.1919
C 6.65070 -1.13011 2.49678 -0.2197
C 5.98023 -0.56234 1.43228 -0.1725
H 0.59645 3.82831 -3.67424 0.2359
H -0.34839 2.39745 -4.07008 0.2318
H 1.07414 2.79510 -5.04534 0.2261
H 2.43100 0.83441 -4.63164 0.2252
H 4.49551 -0.33135 -4.38167 0.2189
H 4.57051 -1.29098 -2.87021 0.2468
H 5.44150 0.22662 -2.98098 0.2517
H 3.80105 1.38885 3.13698 0.2264
H 5.01178 0.36100 5.04674 0.2159
H 6.77927 -1.29866 4.62733 0.2135
H 7.44595 -1.83734 2.31295 0.2144
H 6.22817 -0.80343 0.41197 0.2309
I 1.51042 -1.27562 0.78121 -0.2491
I -1.10830 -1.34245 2.70868 -0.3149
C -6.84518 -3.23179 2.63042 -0.6232
C -5.57787 -2.43089 2.44070 -0.6302
S -5.58722 -1.69068 0.77324 2.1530
O -6.87014 -1.11681 0.48166 -0.9450
O -5.07559 -2.63877 -0.18481 -0.9636
C -4.33818 -0.35553 0.88715 -0.6782
C -3.99127 0.02357 -0.53994 -0.2468
N -2.70449 0.67279 -0.61677 -0.2996
C -1.53155 0.08573 -0.92838 0.4798
N -0.51864 0.93911 -0.80012 -0.5446
C -1.04563 2.12006 -0.40713 -0.0019
C -2.41140 1.97740 -0.28209 0.1352
N -3.33856 2.97969 0.06692 0.5225
O -4.51027 2.67818 0.20779 -0.3883
O -2.88610 4.10339 0.19332 -0.3635
C -1.41129 -1.31233 -1.39298 -0.6826
H -6.87828 -3.67145 3.62512 0.2253
H -6.89549 -4.02142 1.88612 0.2248
H -7.70476 -2.58180 2.49211 0.2332
H -4.68400 -3.04428 2.48993 0.2469
H -5.50696 -1.61060 3.14872 0.2326
H -3.48418 -0.79103 1.40140 0.2640
H -4.74226 0.47674 1.45370 0.2553
H -4.76351 0.68203 -0.94255 0.2549
H -3.95090 -0.89675 -1.12409 0.2541
H -0.46226 3.01625 -0.26094 0.2474
H -2.11321 -1.51648 -2.20042 0.2380
H -1.62315 -2.01204 -0.58325 0.2682
H -0.39665 -1.48774 -1.74702 0.2596
```

---

Entry 3:
Molecular formula: C20H25N3O
Method: DFT, the ωB97M-V functional and the def2-TZVPD basis

## Properties
SMILES = [H]/N=c1\n(CCCC)c2ccccc2n1CCOc1ccc(C)cc1
multiplicity = 1
highest occupied orbital energy = -7.357 eV
E_LUMO = 0.865 eV
strongest force on any atom = 0.7 eV Å⁻¹
energy relative to the best compared isomer or geometry (same formula, charge and spin) = 0.411 eV
DFT total energy = -27664.344 eV

```
49
Properties=species:S:1:pos:R:3:nbo_charge:R:1
C -6.21110 -1.19611 0.81897 -0.6082
C -5.89462 0.03199 -0.02710 -0.3938
C -4.44117 0.07994 -0.49535 -0.4041
H -4.18654 -0.85309 -1.00329 0.2031
H -4.32115 0.89295 -1.21589 0.2121
C -3.45062 0.30648 0.65218 -0.2066
N -2.09965 0.40802 0.17255 -0.4063
C -1.25423 -0.65411 -0.07260 0.1251
C -1.41411 -2.01199 0.11494 -0.2544
C -0.34815 -2.83763 -0.21983 -0.2314
C 0.82958 -2.31943 -0.73302 -0.2121
C 0.99433 -0.95508 -0.93325 -0.2727
C -0.05531 -0.12676 -0.58988 0.2115
N -0.21976 1.23785 -0.67992 -0.4163
C -1.46429 1.58702 -0.20017 0.5960
N -1.85263 2.79598 -0.16009 -0.8152
H -2.79550 2.92528 0.18519 0.3471
C 0.78358 2.21744 -0.98193 -0.2439
H 1.53183 1.75481 -1.62812 0.2119
C 1.42344 2.75427 0.31077 -0.0791
O 1.92600 1.72635 1.13218 -0.5155
C 3.01482 1.00875 0.72583 0.3724
C 3.24987 -0.17638 1.42430 -0.2672
C 4.32331 -0.97694 1.10266 -0.1842
C 5.19793 -0.62759 0.07758 -0.0543
C 4.96333 0.55499 -0.60434 -0.1883
C 3.88754 1.37128 -0.29221 -0.3335
H 3.74955 2.28607 -0.84845 0.2150
H 5.62969 0.85367 -1.40156 0.2076
C 6.35089 -1.51889 -0.27432 -0.6217
H 5.98906 -2.45765 -0.69379 0.2161
H 7.00158 -1.04411 -1.00439 0.2128
H 6.93549 -1.75555 0.61327 0.2165
H 4.48633 -1.89370 1.65063 0.2095
H 2.56665 -0.44818 2.21321 0.2261
H 2.19289 3.49867 0.07289 0.1736
H 0.64217 3.23067 0.90754 0.2199
H 0.30099 3.05046 -1.49873 0.2422
H 1.91757 -0.56860 -1.33465 0.2256
H 1.63989 -2.98640 -0.98495 0.2119
H -0.44421 -3.90367 -0.07885 0.2116
H -2.33064 -2.42470 0.50746 0.2135
H -3.49491 -0.51788 1.36782 0.2073
H -3.70143 1.23169 1.18224 0.2054
H -6.12125 0.93582 0.54328 0.1944
H -6.53986 0.02827 -0.90821 0.2065
H -5.66505 -1.17899 1.75868 0.1983
H -7.27349 -1.23010 1.04855 0.2135
H -5.94863 -2.10521 0.28213 0.2024
```

---

Entry 4:
Molecular formula: C20H25N3O2S
Method: DFT, the ωB97M-V functional and the def2-TZVPD basis

## Properties
multiplicity = 1
highest occupied orbital energy = -7.431 eV
E_LUMO = 0.278 eV
strongest force on any atom = 2.5 eV Å⁻¹
energy relative to the best compared isomer or geometry (same formula, charge and spin) = 4.256 eV
DFT total energy = -40543.928 eV

```
51
Properties=species:S:1:pos:R:3:nbo_charge:R:1
C 1.19542 2.94597 2.54913 -0.4235
N 0.86285 1.59045 2.88228 -0.3729
C 1.76519 0.77071 3.66564 -0.2182
C 0.98841 -0.52702 3.79985 -0.2160
N -0.11052 -0.34098 2.85973 -0.3741
C -1.17629 -1.33033 2.83025 -0.4110
C -0.06985 0.87208 2.22228 0.6678
C -0.96499 1.47869 1.15913 -0.5233
H 0.28936 3.60508 2.56662 0.2140
H 1.92561 3.33925 3.27751 0.2224
H 1.65026 2.98469 1.53191 0.2343
H 2.70201 0.62798 3.11359 0.2325
H 1.99306 1.21749 4.63575 0.2091
H 1.59459 -1.39981 3.53522 0.2248
H 0.64386 -0.66286 4.82658 0.1997
H -1.81436 -1.20172 1.92527 0.2370
H -0.74553 -2.35194 2.80821 0.2151
H -1.83068 -1.29506 3.73873 0.2014
H -1.74537 0.75355 0.95252 0.2450
H -1.47368 2.40969 1.61239 0.2486
C 2.04515 -5.43278 -3.06166 -0.6295
C 1.87447 -4.02873 -2.56108 -0.0164
C 1.43550 -3.79020 -1.25179 -0.2175
C 1.27531 -2.49476 -0.76753 -0.2135
C 1.55328 -1.39276 -1.57658 -0.2155
S 1.47387 0.27879 -0.91358 2.2984
N -0.04538 0.63489 -1.07645 -1.0238
C -0.59517 1.74389 -0.35528 -0.0184
C -1.84041 2.24934 -1.15023 -0.0171
C -2.25671 3.59308 -1.04542 -0.2149
C -3.51347 3.99840 -1.53414 -0.2193
C -4.34727 3.06714 -2.18529 -0.2242
C -3.88735 1.75423 -2.39668 -0.2130
C -2.61614 1.36002 -1.91246 -0.1980
O 1.89601 0.05856 0.46440 -1.0517
O 2.37431 1.08329 -1.72479 -0.9781
C 1.96629 -1.62027 -2.89350 -0.1940
C 2.12949 -2.91614 -3.37311 -0.2261
H 2.37226 -5.43897 -4.10352 0.2150
H 2.78562 -5.98619 -2.46379 0.2177
H 1.10132 -5.99279 -2.99222 0.2173
H 1.22530 -4.64886 -0.61863 0.2000
H 0.94475 -2.35113 0.24130 0.2127
H 0.04974 2.61276 -0.15888 0.1656
H -1.60871 4.31747 -0.52503 0.2056
H -3.87393 5.00795 -1.31348 0.2120
H -5.40914 3.33987 -2.38279 0.2132
H -4.56130 1.02119 -2.83908 0.2131
H -2.25858 0.34619 -2.09914 0.2458
H 2.16746 -0.77867 -3.52652 0.2353
H 2.46411 -3.08072 -4.39562 0.2068
```